No. 1
Here is a 5-piece molecular cluster, C2H13O4S overall from OMol25. Energies are from the ωB97M-V functional and the def2-TZVPD basis.

As for the HOMO-LUMO gap: 6.9 eV. As for the total charge: -1. The total energy comes out at -783.168793 Eh. The energy above the lowest of the compared OMol25 structures with the same formula, charge and spin is 1.441 eV.

```
20
C2H13O4S | OMol25 | the ωB97M-V functional and the def2-TZVPD basis
C -2.0459 1.3414 -2.2118
C -1.1795 0.9011 -1.0350
S -1.5934 1.2001 0.7526
H -2.5452 0.4876 -2.7825
H -1.3717 1.9210 -2.9639
H -2.9268 1.9726 -1.9883
H -0.2519 1.5033 -1.1010
H -1.1308 -0.1812 -1.2380
H -0.8196 -1.1244 1.5488
H -0.7543 -2.5877 1.3180
O -0.9423 -2.0438 2.0685
H 1.5364 0.3322 -0.9727
H 2.6902 -0.7002 -0.8055
O 2.4742 0.1824 -1.2391
H 1.3797 1.1511 2.9592
H 0.4894 1.2180 1.6658
O 1.3541 0.8385 2.0351
H 1.9079 -1.3997 1.5596
H 1.4735 -2.7619 1.0727
O 2.2563 -2.2504 1.3576
```



No. 2
Here is C24H38AsBaN7O2P2S4 as an isolated structure from OMol25. Energies are from the ωB97M-V functional and the def2-TZVPD basis.

As for the expectation value of S²: 0.757. As for the HOMO-LUMO gap (alpha / beta): 3.5 / 6.8 eV. As for the total charge: -1. The total energy comes out at -6008.062285 Eh. The energy above the lowest of the compared OMol25 structures with the same formula, charge and spin is 1.226 eV. As for the multiplicity: 2.

```
79
C24H38AsBaN7O2P2S4 | OMol25 | the ωB97M-V functional and the def2-TZVPD basis
Ba -0.4164 0.1206 -0.2398
C -0.5740 -2.5883 4.6102
N -1.4311 -2.3387 3.4939
C -2.1642 -3.2685 2.8118
C -2.6970 -2.6083 1.7418
N -2.2938 -1.3150 1.7409
C -1.4924 -1.1713 2.7900
P -1.0261 0.4040 3.6247
C -1.9564 1.4626 2.5369
N -1.9281 1.5468 1.1987
C -2.7212 2.5934 0.8657
C -3.2064 3.1987 1.9843
N -2.7020 2.4971 3.0494
C -3.0299 2.6642 4.4253
C 0.7067 0.4905 3.0392
N 1.0563 0.6680 1.7576
C 2.3015 1.2005 1.7604
C 2.7269 1.3975 3.0386
N 1.7021 0.9837 3.8532
C 1.7119 0.8743 5.2749
H -1.0827 -3.2283 5.3377
H 0.3489 -3.0684 4.2743
H -0.3224 -1.6319 5.0762
H -2.2535 -4.2808 3.1571
H -3.3437 -2.9946 0.9752
H -2.9035 2.8509 -0.1598
H -3.8371 4.0543 2.1303
H -3.7463 3.4771 4.5280
H -3.4614 1.7397 4.8235
H -2.1316 2.8938 5.0088
H 2.8049 1.4300 0.8415
H 3.6337 1.8095 3.4384
H 2.3985 1.6058 5.7022
H 0.6989 1.0629 5.6464
H 2.0197 -0.1271 5.5972
S 0.8407 -2.7081 0.9505
C -0.2883 -3.3094 -0.1521
C -0.5278 -4.6982 -0.2538
C -1.4230 -5.1733 -1.1755
C -2.1029 -4.2595 -1.9885
C -1.8234 -2.9150 -1.8210
N -0.9387 -2.4394 -0.9529
H -0.0060 -5.3637 0.4168
H -1.6080 -6.2392 -1.2619
H -2.8300 -4.6006 -2.7121
H -2.3274 -2.1568 -2.4095
C 1.6554 2.7305 -4.8411
C 0.1806 3.0978 -4.7602
O -0.1282 3.7581 -3.5531
P -0.3593 2.8971 -2.1771
S -1.6736 1.4926 -2.6054
S 1.3717 2.5964 -1.2735
O -1.1759 4.0219 -1.3530
C -0.5452 4.9958 -0.5503
C 0.0123 6.1209 -1.4046
H 1.9067 2.4044 -5.8490
H 1.8807 1.9275 -4.1409
H 2.2586 3.5950 -4.5699
H -0.4442 2.1991 -4.8493
H -0.0954 3.8052 -5.5543
H 0.2603 4.5332 0.0380
H -1.3191 5.3561 0.1372
H 0.8298 5.7329 -2.0088
H 0.3700 6.9316 -0.7755
H -0.7644 6.4907 -2.0718
C 1.1521 -3.6191 -4.1275
As 2.4365 -2.4988 -3.1546
C 4.0697 -2.6027 -4.2577
C 2.9305 -3.5384 -1.5848
S 1.9218 -0.5181 -2.9565
H 1.6139 -4.5689 -4.3950
H 0.8154 -3.1023 -5.0286
H 0.2839 -3.7970 -3.4904
H 4.3326 -3.6276 -4.5101
H 4.8845 -2.1470 -3.6916
H 3.9278 -2.0289 -5.1748
H 3.7088 -4.2525 -1.8521
H 2.0613 -4.0626 -1.1919
H 3.2845 -2.8668 -0.8004
```



No. 3
Here is a 3-piece molecular cluster, C7H14S overall from OMol25. Energies are from the ωB97M-V functional and the def2-TZVPD basis.

As for the HOMO-LUMO gap: 8.0 eV. The total energy comes out at -673.102313 Eh. The energy above the lowest of the compared OMol25 structures with the same formula, charge and spin is 5.282 eV.

```
22
C7H14S | OMol25 | the ωB97M-V functional and the def2-TZVPD basis
C 1.5431 0.0066 0.5250
C -0.7939 -0.6687 0.7492
C -0.5038 0.4848 1.6567
C 0.8446 1.1993 1.2170
C -2.0678 -1.0982 0.4327
C 0.4391 2.3861 0.3049
C -0.1851 -0.0760 -1.9029
S 0.6520 -0.9780 -0.3604
H 2.5828 0.1562 0.1354
H -1.3857 1.2278 1.7147
H -0.2927 0.0667 2.7389
H 1.4658 1.4979 2.0961
H 2.2717 -3.8648 -1.3754
H -2.1773 -1.8613 -0.3608
H -2.9365 -0.9057 1.1211
H -0.2888 2.0321 -0.3552
H 1.2924 2.7937 -0.2357
H -0.0426 3.1998 0.7099
H -1.2529 0.0655 -1.6334
H 0.3898 0.7608 -2.1106
H -0.1886 -0.7587 -2.6885
H 1.7050 -3.2340 -1.2695
```



No. 4
Here is C2O4Sc as an isolated structure from OMol25. Energies are from the ωB97M-V functional and the def2-TZVPD basis.

As for the HOMO-LUMO gap (alpha / beta): 9.3 / 6.0 eV. As for the total charge: +1. The total energy comes out at -1137.625719 Eh. The energy above the lowest of the compared OMol25 structures with the same formula, charge and spin is 0.000 eV.

```
7
C2O4Sc | OMol25 | the ωB97M-V functional and the def2-TZVPD basis
O 1.6318 3.1284 1.5516
C 1.1266 2.2491 1.0182
O 0.6181 1.2793 0.6026
O 0.0144 -2.2107 -1.2402
C -1.2850 -2.2973 -1.3908
O -1.9223 -1.4945 -0.5743
Sc -0.1835 -0.6543 0.0329
```



No. 5
Here is C37H34F6N5OPSbSr as an isolated structure from OMol25. Energies are from the ωB97M-V functional and the def2-TZVPD basis.

As for the expectation value of S²: 0.775. As for the HOMO-LUMO gap (alpha / beta): 7.5 / 8.5 eV. As for the total charge: +2. The total energy comes out at -2990.622919 Eh. The energy above the lowest of the compared OMol25 structures with the same formula, charge and spin is 0.000 eV. As for the multiplicity: 2.

```
86
C37H34F6N5OPSbSr | OMol25 | the ωB97M-V functional and the def2-TZVPD basis
Sr -0.5175 -1.2997 1.0918
C -1.0033 -0.7357 4.4837
N -1.9136 -0.9173 3.3305
C -2.9429 0.1375 3.2642
C -3.2772 0.6621 1.8761
C -4.5770 1.0434 1.5831
C -4.8598 1.5705 0.3338
C -3.8379 1.7012 -0.5924
C -2.5706 1.2967 -0.2105
N -2.2819 0.7918 0.9898
C -2.5152 -2.2718 3.3633
C -3.2535 -2.6746 2.0881
C -4.2862 -3.5956 2.1411
C -4.9080 -3.9698 0.9622
C -4.5035 -3.3998 -0.2343
C -3.4802 -2.4738 -0.1959
N -2.8539 -2.1272 0.9327
C 0.4013 -1.2821 4.2754
C 1.0414 -2.0183 5.2546
C 2.3559 -2.4143 5.0538
C 2.9978 -2.0683 3.8813
C 2.2834 -1.3431 2.9443
N 1.0196 -0.9482 3.1247
H -1.4227 -1.1638 5.4009
H -0.9092 0.3371 4.6586
H -2.5839 0.9870 3.8492
H -3.8666 -0.1913 3.7522
H -5.3540 0.9189 2.3251
H -5.8700 1.8680 0.0852
H -4.0113 2.0991 -1.5815
H -1.7452 1.3775 -0.9116
H -3.2130 -2.3576 4.2059
H -1.7142 -2.9929 3.5534
H -4.5945 -4.0129 3.0900
H -5.7084 -4.6970 0.9797
H -4.9735 -3.6599 -1.1708
H -3.1375 -1.9974 -1.1075
H 0.5150 -2.2761 6.1633
H 2.8715 -2.9960 5.8062
H 4.0161 -2.3653 3.6797
H 2.7430 -1.0865 1.9949
O 1.3166 0.8992 0.3718
N 1.4114 2.0331 -0.4705
C 0.4636 3.0488 -0.2757
C 0.2891 3.8162 -1.4585
C -0.5160 4.9542 -1.6188
C -0.5794 5.5506 -2.8611
C 0.1395 5.0494 -3.9568
C 0.9479 3.9363 -3.8086
C 1.0206 3.3289 -2.5588
P 1.9717 1.9346 -2.0693
C 1.5008 0.4448 -2.8712
C 0.1811 0.3231 -3.3326
C -0.2296 -0.8535 -3.9317
C 0.6772 -1.8973 -4.0850
C 1.9862 -1.7793 -3.6448
C 2.4029 -0.6115 -3.0275
C 3.7219 2.1334 -2.1413
C 4.3649 2.0378 -3.3805
C 5.7275 2.2606 -3.4591
C 6.4468 2.5655 -2.3081
C 5.8134 2.6638 -1.0795
C 4.4436 2.4584 -0.9939
H 1.9344 1.1022 1.0903
H 0.0194 3.1750 0.6968
H -1.0731 5.3583 -0.7848
H -1.1934 6.4311 -2.9933
H 0.0700 5.5377 -4.9179
H 1.5114 3.5513 -4.6488
H -0.5080 1.1558 -3.2480
H -1.2418 -0.9520 -4.2989
H 0.3593 -2.8165 -4.5598
H 2.6782 -2.5984 -3.7679
H 3.4193 -0.5225 -2.6690
H 3.8190 1.7818 -4.2807
H 6.2286 2.1897 -4.4139
H 7.5138 2.7311 -2.3753
H 6.3824 2.9082 -0.1937
H 3.9431 2.5701 -0.0408
F 0.8316 -2.1000 -0.5100
Sb 0.7609 -4.0088 -0.0591
F -0.1813 -3.4718 1.5795
F 2.3233 -3.7041 0.9038
F 0.5596 -5.7873 0.4471
F 1.6965 -4.3953 -1.6280
F -0.9132 -3.8870 -0.8807
```



No. 6
Here is an isolated ion of composition C10H21N3 and charge +2 from OMol25. Energies are from the ωB97M-V functional and the def2-TZVPD basis.

As for the HOMO-LUMO gap (alpha / beta): 6.8 / 8.8 eV. As for the total charge: +2. The total energy comes out at -557.048414 Eh. The energy above the lowest of the compared OMol25 structures with the same formula, charge and spin is 4.238 eV.

```
34
C10H21N3 | OMol25 | the ωB97M-V functional and the def2-TZVPD basis
C -1.8952 -0.1539 0.0421
C -0.2601 -0.3701 -1.9667
C -1.6011 0.0145 -1.4003
C -0.3245 -0.3023 -3.4577
C 0.8613 1.7974 2.9995
C -1.3982 -1.8385 2.3250
C 2.7757 0.6598 -1.4868
C 0.5876 1.8332 1.5292
C -1.4918 -0.3263 2.4382
C 2.1251 -0.6511 -1.0698
N -0.1147 1.0108 0.7183
N -1.1450 0.2716 1.0633
N 0.6893 -0.7193 -1.2421
H -2.7023 -0.8916 0.2660
H -2.3894 -0.5313 -2.0004
H -1.4986 1.0398 -1.8174
H -0.4519 0.8401 -3.5494
H -1.1301 -0.8946 -3.8869
H 0.5717 -0.6706 -3.9671
H 1.1972 0.8189 3.5185
H 1.7134 2.4529 3.3103
H -0.0916 2.2038 3.6306
H -1.4535 -2.2956 3.2495
H -2.2027 -2.2545 1.7449
H -0.5009 -1.9542 1.7813
H 2.7891 0.8654 -2.5323
H 2.2210 1.5438 -0.9611
H 3.7117 0.6698 -0.9980
H -0.0974 2.6617 1.3365
H 1.4274 2.2274 0.9435
H -0.7547 0.0315 3.1447
H -2.5050 0.0774 2.7406
H 2.2630 -0.8247 -0.0184
H 2.7629 -1.5001 -1.4553
```



No. 7
Here is a single C6H9ClN2 molecule from OMol25. Energies are from the ωB97M-V functional and the def2-TZVPD basis.

As for the HOMO-LUMO gap: 9.6 eV. The total energy comes out at -803.687114 Eh. The energy above the lowest of the compared OMol25 structures with the same formula, charge and spin is 0.000 eV. The SMILES is [H]/N=C1\[C@H](Cl)N=CC[C@@H]1C.

```
18
C6H9ClN2 | OMol25 | the ωB97M-V functional and the def2-TZVPD basis
H 1.5915 2.2915 1.4220
N 0.6707 2.1329 1.0244
C 0.4344 1.0046 0.5722
C 1.6335 -0.3392 0.6287
Cl 2.8479 0.0113 -0.6165
N 1.0899 -1.6162 0.4194
C -0.1502 -1.8138 0.3384
C -1.2488 -0.7996 0.4508
C -0.8303 0.5832 -0.0774
C -0.6466 0.5531 -1.6011
H 2.1184 -0.2662 1.6043
H -0.4457 -2.8456 0.1784
H -2.1279 -1.1474 -0.0953
H -1.5268 -0.7164 1.5070
H -1.6000 1.3228 0.1694
H -0.0904 1.4270 -1.9311
H -1.6194 0.5568 -2.0883
H -0.1000 -0.3389 -1.9051
```